ORCA calculation (ωB97M-V/def2-TZVPD) on C42H48BMgN4O2 as an isolated structure at a distorted geometry.

Each line ends with the Löwdin charge.
Atoms and positions in Å:
Mg1 0.025 0.007 -0.545  0.579
C1 5.724 0.423 2.546  -0.090
C2 5.383 -0.334 1.257  -0.198
C3 4.210 0.245 0.529  -0.130
C4 4.213 1.150 -0.487  -0.134
C5 5.381 1.887 -1.066  -0.193
C6 5.480 3.310 -0.494  -0.089
C7 2.819 1.362 -0.849  -0.227
N1 2.012 0.602 -0.073  0.085
C8 2.814 -0.085 0.777  -0.222
C9 2.386 -0.945 1.783  0.058
C10 1.070 -1.265 2.099  -0.231
C11 0.666 -2.250 3.092  -0.126
C12 1.598 -3.056 3.940  -0.191
C13 2.169 -4.259 3.176  -0.085
C14 -0.692 -2.328 3.017  -0.127
C15 -1.099 -1.375 1.996  -0.229
C16 -2.407 -1.169 1.572  0.060
C17 -2.834 -0.309 0.563  -0.224
N2 -2.034 0.472 -0.203  0.085
C18 -2.844 1.174 -1.027  -0.228
C19 -2.416 2.083 -1.991  0.051
C20 -1.097 2.425 -2.276  -0.232
N3 -0.008 1.867 -1.699  0.086
C21 1.075 2.496 -2.212  -0.231
C22 2.393 2.232 -1.849  0.048
C23 0.664 3.509 -3.173  -0.134
C24 -0.696 3.458 -3.219  -0.136
C25 -1.627 4.330 -4.004  -0.198
C26 -2.121 5.524 -3.176  -0.088
C27 1.586 4.433 -3.907  -0.195
C28 2.123 5.557 -3.010  -0.089
C29 -4.239 0.841 -0.773  -0.133
C30 -4.231 -0.093 0.217  -0.130
C31 -5.401 -0.786 0.845  -0.198
C32 -5.878 -0.098 2.130  -0.090
C33 -5.419 1.466 -1.448  -0.195
C34 -5.719 2.865 -0.890  -0.090
N4 -0.015 -0.758 1.473  0.081
C35 -1.609 -3.252 3.754  -0.191
C36 -1.952 -4.492 2.915  -0.082
H1 6.585 -0.027 3.046  0.064
H2 4.877 0.410 3.235  0.071
H3 5.960 1.466 2.327  0.061
H4 5.173 -1.379 1.499  0.102
H5 6.255 -0.328 0.600  0.100
H6 5.292 1.940 -2.154  0.105
H7 6.304 1.347 -0.843  0.098
H8 4.554 3.855 -0.677  0.059
H9 6.310 3.863 -0.940  0.065
H10 5.631 3.271 0.586  0.064
H11 3.159 -1.427 2.369  0.099
H12 1.073 -3.410 4.831  0.098
H13 2.423 -2.427 4.284  0.102
H14 1.370 -4.935 2.871  0.061
H15 2.881 -4.814 3.792  0.066
H16 2.674 -3.924 2.269  0.065
H17 -3.179 -1.742 2.073  0.099
H18 -3.187 2.585 -2.564  0.096
H19 3.166 2.776 -2.379  0.096
H20 -2.486 3.745 -4.341  0.102
H21 -1.119 4.696 -4.898  0.097
H22 -2.634 5.172 -2.279  0.067
H23 -2.807 6.149 -3.752  0.065
H24 -1.276 6.137 -2.860  0.063
H25 1.059 4.876 -4.755  0.097
H26 2.426 3.862 -4.312  0.106
H27 1.302 6.171 -2.638  0.065
H28 2.816 6.200 -3.556  0.065
H29 2.643 5.138 -2.149  0.058
H30 -5.131 -1.820 1.069  0.103
H31 -6.228 -0.821 0.131  0.099
H32 -5.080 -0.085 2.874  0.070
H33 -6.740 -0.617 2.555  0.064
H34 -6.163 0.935 1.924  0.062
H35 -6.298 0.831 -1.313  0.097
H36 -5.238 1.539 -2.524  0.105
H37 -5.957 2.804 0.173  0.064
H38 -6.564 3.326 -1.406  0.065
H39 -4.847 3.511 -0.999  0.062
H40 -2.531 -2.727 4.016  0.102
H41 -1.140 -3.564 4.690  0.098
H42 -2.437 -4.199 1.983  0.067
H43 -2.612 -5.171 3.460  0.066
H44 -1.043 -5.034 2.649  0.063
O1 1.222 -2.859 -0.871  0.080
B1 0.090 -2.047 -1.207  -0.364
O2 -1.024 -2.947 -1.238  0.083
C37 -0.589 -4.178 -0.870  -0.234
C38 -1.295 -5.353 -0.722  -0.018
C39 -0.583 -6.487 -0.327  -0.122
C40 0.787 -6.434 -0.107  -0.120
C41 1.500 -5.245 -0.272  -0.020
C42 0.790 -4.124 -0.647  -0.230
H45 -2.361 -5.391 -0.907  0.112
H46 -1.110 -7.424 -0.191  0.089
H47 1.314 -7.330 0.196  0.089
H48 2.569 -5.202 -0.108  0.111

**Charge**: -1
**E_tot**: -2223.98268 a.u.
**Lowest unoccupied orbital energy**: 2.13 eV
**HOMO-LUMO gap**: 5.8 eV